Entry from OMol25: a cluster of 2 separate species, C2H4N2O2 in total (ωB97M-V/def2-TZVPD).

Output
HOMO: -0.3354 Ha
Net charge: 0
Lowest unoccupied orbital energy: -0.19 eV
Energy relative to the best compared isomer or geometry (same formula, charge and spin): 489.7 kJ/mol
E: -338.4667 a.u.
HOMO-LUMO gap: 8.936 eV
Multiplicity: 1

Geometry as XYZ:
```
10
Properties=species:S:1:pos:R:3:forces:R:3:lowdin_charge:R:1
N -1.1508 0.0075 -0.5421 3.95 1.06 -1.61 0.06
C -0.7394 -1.0000 1.2967 -1.53 -1.23 2.92 -0.10
O -1.0931 -2.0799 1.4011 0.27 0.30 -0.54 0.06
O 1.3831 -0.6383 1.0448 1.38 0.50 -0.45 -0.01
C 1.3192 0.3032 0.2949 -0.24 -0.59 0.83 -0.39
N 0.5443 0.2563 -0.8654 -2.44 0.48 0.64 0.04
H -1.2434 -0.2241 -1.5046 -0.99 0.02 -1.09 0.05
H -1.4628 0.9575 -0.3371 -0.04 -0.14 -0.26 0.08
H 1.8055 1.2665 0.5608 0.13 -0.21 -0.51 0.13
H 0.6374 1.1512 -1.3491 -0.48 -0.18 0.07 0.09
```
Forces are in eV/Å.

***

Entry from OMol25: a cluster of 2 separate species, C4H8NO3 in total (ωB97M-V/def2-TZVPD).

Output
HOMO: -0.1487 Ha
Net charge: -1
Lowest unoccupied orbital energy: 3.46 eV
Energy relative to the best compared isomer or geometry (same formula, charge and spin): 68.0 kJ/mol
E: -437.7796 a.u.
HOMO-LUMO gap: 7.501 eV
Multiplicity: 1

Geometry as XYZ:
```
16
Properties=species:S:1:pos:R:3:forces:R:3:lowdin_charge:R:1
C 0.6166 -2.6874 -1.7808 -0.10 -0.05 -0.45 -0.03
C 0.2148 -1.8667 -0.5753 0.28 0.04 0.11 -0.61
O -0.9393 -1.7594 -0.2278 -0.18 -0.29 0.01 0.05
N 1.2617 -1.2970 0.1031 0.03 0.58 -0.10 0.14
H 0.9607 -0.5767 0.7673 -0.07 0.27 0.06 0.07
H 2.0130 -0.9413 -0.4847 -0.14 -0.39 0.24 0.10
H 1.6291 -3.0857 -1.7111 0.01 0.14 0.00 0.06
H 0.5235 -2.0611 -2.6765 0.12 -0.07 0.11 0.08
H -0.0775 -3.5140 -1.9058 -0.09 -0.02 0.07 0.07
C -0.1297 2.4318 -0.5265 -0.02 0.08 0.42 -0.06
C -0.4508 1.8964 0.8993 -0.13 0.49 -0.18 -0.79
O 0.5309 1.3292 1.4480 0.10 -0.45 0.08 -0.13
O -1.5862 2.1114 1.3530 0.03 -0.06 0.08 -0.08
H 0.1503 1.5490 -1.1125 0.16 0.39 -0.21 0.05
H 0.6950 3.1444 -0.4073 0.18 -0.38 -0.24 0.05
H -0.9474 2.9875 -0.9859 -0.20 -0.29 0.01 0.05
```
Forces are in eV/Å.

***

Entry from OMol25: a structure of composition C28H42Cl2NPSYb (ωB97M-V/def2-TZVPD).

Output
HOMO (alpha / beta): -0.1124 / -0.1195 Ha
Net charge: -1
Lowest unoccupied orbital energy (alpha / beta): 1.98 / 1.98 eV
<S²>: 0.791
E: -3965.5928 a.u.
HOMO-LUMO gap (alpha / beta): 5.036 / 5.228 eV
Multiplicity: 2

Geometry as XYZ:
```
76
Properties=species:S:1:pos:R:3:forces:R:3:lowdin_spin:R:1
P -0.2369 0.8780 -0.7153 0.09 -0.99 3.14 0.01
C -1.8855 0.2971 -1.3117 0.36 0.75 -0.16 0.00
C -2.4176 1.0695 -2.5192 -0.41 -0.44 0.05 0.00
C -3.8631 0.6453 -2.7919 0.04 0.13 -0.04 0.00
C -4.0124 -0.8730 -2.9349 -0.01 0.01 -0.03 0.00
C -3.3721 -1.6580 -1.7870 0.07 0.17 0.18 0.00
C -1.9307 -1.2193 -1.5226 -0.15 0.20 -0.16 0.01
C 1.1703 0.1838 -1.6534 -0.55 0.53 -0.46 0.00
C 1.0810 0.5055 -3.1394 0.73 -0.35 -0.23 0.00
C 2.3998 0.1031 -3.8083 -0.09 0.02 -0.13 0.00
C 2.7845 -1.3563 -3.5262 -0.09 -0.06 -0.02 0.00
C 2.7098 -1.7443 -2.0422 -0.03 0.21 0.07 0.00
C 1.3884 -1.3166 -1.3988 0.02 0.11 -0.07 0.00
C -0.1908 2.7250 -0.7910 -0.15 -0.31 -1.14 0.00
C -1.3216 3.2773 0.0981 0.22 -0.18 0.18 0.00
C -1.2761 4.8024 0.2169 -0.05 -0.09 -0.07 0.00
C 0.0952 5.3404 0.6349 -0.02 -0.31 0.04 0.00
C 1.2265 4.7627 -0.2193 -0.03 -0.10 -0.16 0.00
C 1.1852 3.2345 -0.3256 -0.21 -0.13 0.25 0.00
H -2.5102 0.5165 -0.4142 0.18 -0.06 -0.49 0.00
H -1.7888 0.8531 -3.3949 -0.10 0.03 0.08 0.00
H -2.3667 2.1516 -2.3432 -0.03 -0.19 -0.06 0.00
H -4.2213 1.1498 -3.6946 -0.16 -0.07 0.00 0.00
H -4.4868 0.9904 -1.9586 0.02 0.00 -0.02 0.00
H -5.0762 -1.1294 -3.0018 0.08 0.00 -0.10 0.00
H -3.5451 -1.1825 -3.8762 0.01 -0.02 -0.04 0.00
H -3.9498 -1.4993 -0.8660 0.02 -0.04 -0.10 0.00
H -3.3910 -2.7299 -2.0040 -0.10 0.01 0.01 0.00
H -1.5309 -1.7234 -0.6340 0.01 0.09 -0.29 0.01
H -1.3103 -1.4934 -2.3893 -0.12 0.05 0.12 0.00
H 2.0396 0.7127 -1.2152 -0.26 -0.14 -0.14 0.00
H 3.1904 0.7607 -3.4283 -0.01 0.01 -0.02 0.00
H 0.8847 1.5757 -3.2951 0.04 -0.18 0.00 0.00
H 0.2445 -0.0500 -3.5923 0.16 0.07 0.11 0.00
H 2.3249 0.2723 -4.8870 0.19 -0.05 -0.05 0.00
H 3.7993 -1.5427 -3.8977 -0.12 -0.03 -0.05 0.00
H 2.1099 -2.0105 -4.0942 0.03 0.02 0.03 0.00
H 2.8428 -2.8254 -1.9280 0.07 0.09 -0.03 0.00
H 3.5286 -1.2549 -1.4956 -0.05 -0.08 -0.07 0.00
H 1.3844 -1.5274 -0.3210 -0.04 0.12 -0.27 0.00
H 0.5664 -1.8975 -1.8389 0.21 0.11 0.10 0.00
H -0.3602 2.9789 -1.8569 0.05 0.62 0.32 0.00
H -2.3078 2.9698 -0.2805 0.23 0.05 0.05 0.00
H -1.2379 2.8173 1.0983 0.05 0.11 -0.30 0.00
H -1.5514 5.2353 -0.7499 0.00 0.09 -0.07 0.00
H -2.0398 5.1159 0.9373 0.06 0.07 -0.07 0.00
H 0.2747 5.0855 1.6857 -0.01 -0.03 -0.04 0.00
H 0.0976 6.4312 0.5630 0.02 0.03 0.06 0.00
H 2.1974 5.0611 0.1889 -0.04 0.07 -0.03 0.00
H 1.1624 5.1822 -1.2305 -0.01 0.06 -0.01 0.00
H 1.9771 2.8942 -1.0086 -0.18 0.08 0.12 0.00
H 1.3983 2.7800 0.6575 -0.05 0.12 -0.27 0.00
Yb -0.2754 -0.4045 3.3109 -0.28 -0.62 -1.39 0.02
Cl 1.6971 0.6819 2.3236 1.40 0.66 -0.15 0.00
Cl -2.3054 0.8874 2.7508 -1.07 0.64 0.20 0.00
C -0.7775 -2.1390 1.5065 -0.41 0.96 1.43 0.42
H -1.8570 -2.3056 1.3468 0.20 -0.47 -0.25 0.03
C 0.0095 -3.2683 1.6978 0.39 -0.89 -0.02 0.07
C 1.4407 -3.0902 1.8974 -0.50 -0.38 -0.05 0.13
C 2.2814 -4.1892 1.9477 0.03 0.03 0.09 0.00
C 1.7716 -5.4946 1.9025 -0.24 -0.14 -0.12 0.16
C 0.3800 -5.7011 1.7913 0.13 0.05 0.13 0.00
C -0.4889 -4.6323 1.7063 0.48 0.41 -0.14 0.12
H 1.8312 -2.0650 1.9917 -0.16 -0.48 -0.26 0.01
H 3.3613 -4.0427 2.0181 -0.24 -0.01 0.09 0.00
H -0.0122 -6.7195 1.7631 0.11 0.18 0.05 0.00
H -1.5714 -4.7753 1.6331 0.36 -0.01 -0.08 0.01
H 2.4394 -6.3543 1.9557 -0.11 0.22 -0.04 0.01
S 0.8822 -1.0729 7.7814 0.18 0.47 -0.79 0.00
C 1.9491 0.2609 7.4456 -0.55 -0.06 -1.22 0.00
C 1.7904 0.6795 6.1380 -0.74 -1.08 0.84 0.00
N 0.8276 -0.0342 5.4285 -0.21 -1.07 1.46 0.00
C 0.2709 -1.0086 6.1480 1.54 1.69 0.47 0.00
H 2.6291 0.6780 8.1773 -0.18 -0.21 -0.04 0.00
H 2.3365 1.4821 5.6526 -0.21 -0.23 -0.03 0.00
H -0.4928 -1.6976 5.7879 0.16 0.17 0.11 0.00
```
Forces are in eV/Å.

***

Entry from OMol25: an isolated molecule of C17H19ClN2O2 (ωB97M-V/def2-TZVPD).

Output
HOMO: -0.3025 Ha
SMILES string: COc1ccc(C#CC(=O)N2C[C@@H]3CNC[C@@H](C3)C2)cc1Cl
Net charge: 0
Lowest unoccupied orbital energy: 0.36 eV
Energy relative to the best compared isomer or geometry (same formula, charge and spin): 353.0 kJ/mol
E: -1379.2964 a.u.
HOMO-LUMO gap: 8.589 eV
Multiplicity: 1

Geometry as XYZ:
```
41
Properties=species:S:1:pos:R:3:forces:R:3:lowdin_charge:R:1
C -5.4940 4.2726 -3.7426 0.96 0.00 1.03 -0.07
O -5.3623 2.8964 -3.3925 0.36 -0.91 0.45 -0.12
C -4.3364 2.4682 -2.5638 -0.42 0.73 0.11 -0.24
C -3.4299 3.3612 -1.9211 -1.16 -0.58 -0.47 -0.01
C -2.5270 2.8637 -0.9914 -0.02 0.58 0.10 -0.04
C -2.4868 1.5280 -0.6347 -0.16 -1.02 -0.59 -0.23
C -1.4663 0.9915 0.2335 0.93 -0.52 1.23 0.07
C -0.6167 0.5242 0.9784 -1.64 0.42 -2.64 0.09
C 0.2859 -0.0177 1.9347 2.10 -0.55 2.33 -0.44
O 0.2292 0.4895 3.0587 0.07 -0.63 -0.48 0.05
N 1.2386 -1.0262 1.6590 -0.99 1.58 -0.62 -0.06
C 1.8583 -1.7259 2.7879 0.08 -0.42 0.69 -0.10
C 3.1356 -2.5798 2.4663 -0.03 1.07 -0.60 -0.25
C 4.3756 -1.6276 2.3655 -1.15 -0.79 -1.82 -0.16
N 4.1487 -0.7159 1.2113 0.52 1.50 0.35 -0.06
C 3.8435 -1.3049 -0.1086 -0.47 0.10 0.86 -0.17
C 2.6926 -2.2710 0.0505 -1.14 -1.27 -0.34 -0.31
C 2.9177 -3.3494 1.1346 0.45 1.42 0.60 -0.11
C 1.3417 -1.5963 0.3220 -0.04 -0.09 -0.30 -0.13
C -3.4060 0.6335 -1.2509 0.03 0.09 0.03 -0.05
C -4.2796 1.0710 -2.2347 -0.45 0.89 -0.07 -0.53
Cl -5.4328 -0.0675 -2.9675 0.77 0.83 0.47 0.66
H -5.5283 4.9088 -2.8484 -0.27 -0.15 -0.09 0.09
H -4.6113 4.5511 -4.2811 0.57 0.39 -0.54 0.08
H -6.3570 4.4597 -4.3664 -0.27 -0.54 0.06 0.09
H -3.5122 4.4540 -2.0544 0.11 -0.85 -0.13 0.11
H -1.8938 3.5835 -0.4903 0.21 -0.15 0.01 0.12
H 2.0953 -1.0040 3.5925 -0.22 -0.23 -0.52 0.13
H 1.0733 -2.3846 3.1744 0.16 -0.17 0.29 0.13
H 3.3250 -3.2757 3.2638 -0.28 -0.33 0.59 0.12
H 4.5898 -1.1112 3.3102 -0.34 0.25 -0.44 0.12
H 5.2635 -2.2199 2.1381 0.09 -0.12 -0.01 0.11
H 3.4016 -0.0522 1.4438 0.55 -0.37 -0.07 0.10
H 3.5437 -0.5189 -0.8673 0.57 -0.60 1.04 0.14
H 4.7088 -1.8480 -0.4950 0.16 0.14 0.04 0.11
H 2.5415 -2.8159 -0.8838 0.01 0.09 -0.28 0.13
H 2.0678 -4.0252 1.2406 -0.12 0.08 -0.18 0.12
H 3.7845 -3.9460 0.8836 0.34 -0.21 0.02 0.11
H 1.1929 -0.8032 -0.4285 -0.16 -0.20 0.32 0.13
H 0.5643 -2.3640 0.1853 0.02 0.15 -0.11 0.13
H -3.4792 -0.4059 -0.9118 0.26 0.41 -0.30 0.12
```
Forces are in eV/Å.

***

Q: What is the net charge in the second record?
A: -1

***

Q: Number 2 is which compound?
A: C4H8NO3